Entry w
A 2-piece molecular cluster, CH6NO2 overall. Source: OMol25; level of theory: the ωB97M-V functional and the def2-TZVPD basis.

ORCA input file:
```
! wB97M-V def2-TZVPD RIJCOSX def2/J DEFGRID3
* xyz -1 1
O 0.700 0.868 -2.342
O -0.316 -0.716 -0.311
N -0.673 0.218 1.898
C 0.189 -0.565 0.911
H -1.614 -0.162 1.771
H 1.140 0.004 0.941
H -0.797 1.141 1.473
H 0.962 1.083 -1.446
H 0.106 0.122 -2.136
H 0.334 -1.497 1.461
*
```

Calculated values
gap between HOMO and LUMO: 7.79 eV
LUMO energy: 4.878 eV

Atomic partial charges in e from the Mulliken method, atoms 1 to 2: -0.696, -0.876



Entry x
A 2-piece molecular cluster, CH6NO2 overall. Source: OMol25; level of theory: the ωB97M-V functional and the def2-TZVPD basis.

ORCA input file:
```
! wB97M-V def2-TZVPD RIJCOSX def2/J DEFGRID3
* xyz -1 1
O -0.273 -2.906 -0.116
O 0.427 -0.412 -0.285
N 0.387 2.031 0.061
C -0.111 0.608 0.423
H 0.127 -1.925 -0.375
H 1.411 1.889 0.005
H -1.220 0.563 0.361
H 0.134 2.138 -0.944
H 0.213 0.741 1.484
H -1.094 -2.728 -0.613
*
```

Calculated values
gap between HOMO and LUMO: 8.15 eV
LUMO energy: 4.778 eV

Atomic partial charges in e from the Mulliken method, atoms 1 to 2: -0.743, -0.824



Entry y
A 2-piece molecular cluster, CH6NO2 overall. Source: OMol25; level of theory: the ωB97M-V functional and the def2-TZVPD basis.

ORCA input file:
```
! wB97M-V def2-TZVPD RIJCOSX def2/J DEFGRID3
* xyz -1 1
O -0.868 1.237 1.703
O 1.672 -0.215 -2.328
N -0.111 -0.153 -0.110
C -1.067 -0.017 0.861
H -2.084 0.192 0.477
H 0.593 -0.820 0.185
H -1.065 -0.763 1.655
H 2.207 -0.882 -1.891
H -0.127 1.630 1.223
H 0.850 -0.208 -1.775
*
```

Calculated values
gap between HOMO and LUMO: 7.30 eV
LUMO energy: 4.727 eV

Atomic partial charges in e from the Mulliken method, atoms 1 to 2: -0.733, -0.756



Entry z
A 2-piece molecular cluster, CH6NO2 overall. Source: OMol25; level of theory: the ωB97M-V functional and the def2-TZVPD basis.

ORCA input file:
```
! wB97M-V def2-TZVPD RIJCOSX def2/J DEFGRID3
* xyz -1 1
O -1.481 0.739 2.187
O 2.854 -0.910 -2.755
N -0.329 -0.041 0.237
C -1.624 0.435 0.910
H -2.317 -0.396 0.666
H -1.947 1.316 0.307
H 2.044 -0.565 -2.359
H 0.214 0.814 0.123
H 2.896 -1.853 -2.565
H 0.105 -0.525 1.017
*
```

Calculated values
gap between HOMO and LUMO: 6.05 eV
LUMO energy: 3.670 eV

Atomic partial charges in e from the Mulliken method, atoms 1 to 2: -0.872, -0.699



Which structure is the most stable? The one labeled entry w.